[1]
{"formula": "C9H18BiClIN2OPS", "method": "wB97M-V/def2-TZVPD", "lumo_ev": -7.8271, "homo_energy_ev": -15.17, "relative_energy_ev": 0.000, "total_charge": 2, "multiplicity": 1, "homo_lumo_gap_ev": 7.3, "symbols": ["Bi", "I", "Cl", "S", "P", "O", "N", "N", "C", "C", "C", "C", "C", "C", "C", "C", "C", "H", "H", "H", "H", "H", "H", "H", "H", "H", "H", "H", "H", "H", "H", "H", "H", "H", "H"], "positions_angstrom": [[-0.65, -0.85, -0.16], [0.86, -2.74, -2.53], [-2.73, 0.50, 0.08], [1.03, -0.05, 1.77], [-0.18, 1.16, -2.18], [3.08, -0.47, -0.83], [0.02, -0.41, 4.29], [0.14, 1.70, 3.77], [-0.24, 0.32, 5.45], [0.03, -1.86, 4.18], [0.07, -4.59, -3.37], [-0.75, 2.84, -1.77], [-0.17, 1.64, 5.13], [1.96, -0.36, -1.04], [-1.28, 0.77, -3.58], [0.28, 0.43, 3.26], [1.33, 1.62, -3.13], [0.58, -5.42, -2.87], [0.97, -2.21, 3.72], [-0.06, -2.27, 5.18], [1.81, 0.74, -3.57], [-1.00, -4.62, -3.20], [0.31, -4.58, -4.44], [-0.81, -2.22, 3.57], [-0.95, -0.14, -4.10], [-0.43, -0.18, 6.39], [-1.27, 1.62, -4.27], [-0.88, 3.41, -2.71], [1.04, 2.32, -3.93], [0.19, 2.53, 3.18], [-2.31, 0.61, -3.21], [-0.33, 2.50, 5.76], [2.05, 2.12, -2.46], [-1.71, 2.80, -1.23], [-0.01, 3.35, -1.14]], "nbo_charge": [1.316, 0.088, -0.488, -0.216, 0.974, -0.428, -0.292, -0.469, -0.035, -0.418, -0.660, -0.951, -0.028, 0.457, -0.962, 0.238, -0.948, 0.248, 0.244, 0.250, 0.257, 0.239, 0.251, 0.224, 0.260, 0.268, 0.263, 0.265, 0.279, 0.457, 0.265, 0.275, 0.257, 0.269, 0.252]}

[2]
{"formula": "C5H8O", "method": "wB97M-V/def2-TZVPD", "lumo_ev": 0.7483, "homo_energy_ev": -9.48, "smiles": "C=C[C@H](C)C=O", "relative_energy_ev": 1.922, "multiplicity": 1, "homo_lumo_gap_ev": 10.2, "symbols": ["O", "C", "C", "C", "C", "C", "H", "H", "H", "H", "H", "H", "H", "H"], "positions_angstrom": [[0.40, 2.45, 0.72], [0.66, 1.34, 0.33], [0.77, -0.72, -1.14], [-0.12, 0.45, -0.71], [-1.02, -0.85, 1.19], [-1.13, 0.20, 0.38], [1.34, -1.09, -0.28], [1.43, 0.73, 0.85], [-1.65, 1.11, 0.65], [-0.63, -1.78, 0.78], [0.23, -1.57, -1.56], [-0.55, 0.97, -1.58], [-1.23, -0.84, 2.25], [1.49, -0.38, -1.90]], "nbo_charge": [-0.527, 0.454, -0.623, -0.345, -0.403, -0.179, 0.212, 0.112, 0.222, 0.192, 0.223, 0.232, 0.210, 0.221]}

[3]
{"formula": "H2N2O4S", "method": "wB97M-V/def2-TZVPD", "lumo_ev": -0.1968, "homo_energy_ev": -10.60, "relative_energy_ev": 2.711, "multiplicity": 1, "homo_lumo_gap_ev": 10.4, "symbols": ["S", "O", "O", "O", "O", "N", "N", "H", "H"], "positions_angstrom": [[1.01, -0.14, 0.31], [1.14, -0.86, -0.90], [-2.67, 0.64, -0.35], [-1.33, -1.05, 0.64], [2.15, 1.03, 0.27], [-0.50, 0.97, -0.17], [-1.57, 0.41, -0.08], [-2.21, -1.39, 0.66], [2.37, 1.39, -0.55]], "nbo_charge": [1.703, -0.891, -0.319, -0.727, -0.882, -0.413, 0.553, 0.473, 0.502]}

[4]
{"formula": "C2H8N4O", "method": "wB97M-V/def2-TZVPD", "lumo_ev": 0.4828, "homo_energy_ev": -9.71, "smiles": "[H]/N=C(N)/N=N/O.C", "relative_energy_ev": 3.304, "multiplicity": 1, "homo_lumo_gap_ev": 10.2, "symbols": ["O", "N", "N", "N", "N", "C", "C", "H", "H", "H", "H", "H", "H", "H", "H"], "positions_angstrom": [[-2.39, 0.86, 0.24], [-1.16, 1.07, -0.20], [0.71, -0.22, -2.66], [-0.73, 0.16, -0.92], [1.52, 0.38, -0.51], [0.04, -0.47, 2.53], [0.59, 0.18, -1.35], [1.61, -0.12, -3.10], [2.46, 0.25, -0.87], [-0.78, 0.21, 2.69], [-0.34, -1.47, 2.33], [-2.73, -0.02, -0.03], [0.67, -0.50, 3.41], [0.63, -0.14, 1.68], [-0.09, -0.18, -3.25]], "nbo_charge": [-0.492, 0.217, -0.817, -0.314, -0.707, -0.868, 0.526, 0.395, 0.341, 0.208, 0.201, 0.463, 0.208, 0.242, 0.398]}

[5]
{"formula": "C3H4FN3", "method": "wB97M-V/def2-TZVPD", "lumo_ev": -0.3828, "homo_energy_ev": -8.10, "relative_energy_ev": 6.384, "multiplicity": 1, "homo_lumo_gap_ev": 7.7, "symbols": ["F", "N", "N", "N", "C", "C", "C", "H", "H", "H", "H"], "positions_angstrom": [[-3.14, 0.03, -0.09], [-0.99, 1.18, -0.08], [1.85, 1.15, -0.10], [-1.49, 0.13, 0.10], [0.98, 0.16, -0.15], [-0.98, -1.13, 0.07], [0.48, -1.05, 0.06], [1.04, -2.05, -0.19], [-1.58, -1.98, 0.37], [2.09, 1.62, 0.81], [1.75, 1.93, -0.78]], "nbo_charge": [-0.461, -0.185, -0.717, 0.206, 0.351, -0.222, -0.308, 0.287, 0.245, 0.394, 0.411]}

[6]
{"formula": "C3H9NO2", "method": "wB97M-V/def2-TZVPD", "lumo_ev": 0.8223, "homo_energy_ev": -10.09, "smiles": "C[C@H](O)[C@@H](N)O", "relative_energy_ev": 0.957, "multiplicity": 1, "homo_lumo_gap_ev": 10.9, "symbols": ["O", "O", "N", "C", "C", "C", "H", "H", "H", "H", "H", "H", "H", "H", "H"], "positions_angstrom": [[-1.18, -0.01, 1.39], [1.02, 0.07, -1.51], [-1.65, 0.02, -1.00], [1.67, 0.20, 0.80], [-0.75, 0.38, 0.05], [0.61, -0.29, -0.17], [2.61, -0.29, 0.58], [-0.65, 1.47, 0.08], [-2.53, 0.52, -0.94], [-1.22, -0.98, 1.44], [0.49, -1.38, -0.10], [1.37, -0.01, 1.82], [1.81, 1.27, 0.68], [-1.84, -0.98, -1.01], [0.24, 0.03, -2.08]], "nbo_charge": [-0.740, -0.739, -0.857, -0.622, 0.210, 0.078, 0.219, 0.183, 0.380, 0.458, 0.147, 0.224, 0.215, 0.360, 0.484]}